Entry 1:
The following is a DFT calculation (wB97M-V/def2-TZVPD) of a single C3H5NO2 molecule in a non-equilibrium geometry.

XYZ file:
```
11
Properties=species:S:1:pos:R:3:forces:R:3
O -0.959 1.538 1.503 0.574 -0.383 -0.381
C -0.433 0.892 0.626 -0.109 0.295 0.105
N -0.544 0.973 -0.733 -0.406 0.278 -0.055
C 0.009 -0.270 -1.150 -0.321 -0.443 0.407
C 0.409 -0.365 0.589 -0.750 -0.411 -1.038
O 0.052 -1.304 1.557 0.317 -0.072 -0.896
H -0.843 1.768 -1.265 -0.122 0.123 -0.244
H 0.768 -0.129 -1.971 -0.161 -0.505 1.181
H -0.623 -1.116 -1.382 -0.677 0.189 -0.190
H 1.372 -0.361 0.133 1.735 0.624 1.702
H 0.793 -1.627 2.093 -0.080 0.305 -0.590
```
Positions in Å, forces in eV/Å.

Values from the calculation:
Energy relative to the best compared isomer or geometry (same formula, charge and spin) (kcal/mol): 63.74
Largest force on an atom (hartree/bohr): 0.0488
Kohn-Sham gap (Ha): 0.37251
E_tot (Eh): -322.4728
Highest occupied orbital energy (eV): -9.48

Here are the natural (NBO) charges for atoms 1 to 4, given in e:
1. O -0.583
2. C 0.621
3. N -0.618
4. C -0.225


Entry 2:
The following is a DFT calculation (wB97M-V/def2-TZVPD) of a single C3H5NO2 molecule in a non-equilibrium geometry.

XYZ file:
```
11
Properties=species:S:1:pos:R:3:forces:R:3
H -0.118 2.551 0.072 0.387 0.139 -0.639
N -0.679 1.755 0.326 0.608 0.269 -0.045
C -0.242 0.610 0.013 -0.161 0.708 0.339
C -1.044 -0.459 0.690 -0.152 0.272 0.131
O 0.811 0.443 -0.856 0.132 0.079 0.050
C 1.484 -0.736 -0.962 0.279 -0.146 -0.174
O 2.369 -0.873 -1.749 -0.485 0.077 0.413
H -0.627 -0.716 1.669 0.258 -0.088 -0.222
H -1.281 -1.382 0.140 -0.205 0.583 0.074
H -1.817 0.314 0.912 -0.635 -1.934 0.122
H 1.144 -1.507 -0.255 -0.026 0.041 -0.049
```
Positions in Å, forces in eV/Å.

Values from the calculation:
Energy relative to the best compared isomer or geometry (same formula, charge and spin) (kcal/mol): 37.02
Largest force on an atom (hartree/bohr): 0.0397
Kohn-Sham gap (Ha): 0.42275
E_tot (Eh): -322.5153
Highest occupied orbital energy (eV): -10.71

Here are the natural (NBO) charges for atoms 1 to 4, given in e:
1. H 0.358
2. N -0.681
3. C 0.561
4. C -0.737


Entry 3:
The following is a DFT calculation (wB97M-V/def2-TZVPD) of 2 unconnected molecules or ions with the total composition C3H5NO2 in a non-equilibrium geometry.

XYZ file:
```
11
Properties=species:S:1:pos:R:3:forces:R:3
N -1.090 -1.310 1.827 0.021 1.109 0.157
C -1.059 -0.143 1.898 -0.039 -1.257 -0.029
O -0.292 1.698 -0.231 -0.038 0.086 0.159
C 0.775 0.863 -0.591 0.243 -0.145 -0.109
C 0.306 -0.420 -1.259 0.276 -0.270 -0.056
O 1.024 -1.368 -1.474 -0.360 0.427 0.120
H -1.105 -2.308 1.801 0.002 -0.012 -0.025
H -0.618 1.411 0.637 -0.017 0.112 -0.179
H 1.430 0.592 0.251 -0.146 0.066 -0.120
H 1.398 1.407 -1.314 -0.078 -0.116 0.057
H -0.770 -0.421 -1.545 0.136 -0.001 0.023
```
Positions in Å, forces in eV/Å.

Values from the calculation:
Energy relative to the best compared isomer or geometry (same formula, charge and spin) (kcal/mol): 61.12
Largest force on an atom (hartree/bohr): 0.0245
Kohn-Sham gap (Ha): 0.38744
E_tot (Eh): -322.4769
Highest occupied orbital energy (eV): -9.69

Here are the natural (NBO) charges for atoms 1 to 4, given in e:
1. N -0.699
2. C 0.266
3. O -0.727
4. C -0.186


Entry 4:
The following is a DFT calculation (wB97M-V/def2-TZVPD) of a single C3H5NO2 molecule in a non-equilibrium geometry.

XYZ file:
```
11
Properties=species:S:1:pos:R:3:forces:R:3
C -0.243 -1.414 0.966 0.005 -0.141 0.163
N -0.145 -0.455 -0.108 0.108 0.118 -0.053
C 0.027 0.865 0.063 -0.017 -0.339 -0.017
O -0.020 1.501 1.103 0.044 -0.194 -0.546
C 0.316 1.566 -1.281 -0.060 -0.111 0.152
O 0.509 1.001 -2.332 -0.182 0.514 0.904
H -0.220 -0.874 1.914 -0.012 -0.049 -0.124
H -1.172 -1.989 0.906 0.127 0.096 -0.005
H 0.607 -2.101 0.925 -0.129 0.027 0.085
H 0.018 -0.757 -1.057 -0.052 -0.183 0.022
H 0.321 2.649 -1.088 0.168 0.263 -0.581
```
Positions in Å, forces in eV/Å.

Values from the calculation:
Energy relative to the best compared isomer or geometry (same formula, charge and spin) (kcal/mol): 18.21
Largest force on an atom (hartree/bohr): 0.0205
Kohn-Sham gap (Ha): 0.36383
E_tot (Eh): -322.5453
Highest occupied orbital energy (eV): -9.97

Here are the natural (NBO) charges for atoms 1 to 4, given in e:
1. C -0.423
2. N -0.586
3. C 0.547
4. O -0.595


Entry 5:
The following is a DFT calculation (wB97M-V/def2-TZVPD) of a single C3H5NO2 molecule in a non-equilibrium geometry.

XYZ file:
```
11
Properties=species:S:1:pos:R:3:forces:R:3
N -1.338 0.821 0.692 -0.075 0.088 -0.012
C -0.892 -0.378 0.291 -0.708 -0.141 -0.137
O -1.600 -1.361 0.111 -0.932 0.590 0.156
C 0.532 -0.690 0.034 -0.755 -0.167 -0.499
C 1.375 0.121 -0.859 -0.109 -0.097 -0.310
O 1.544 0.183 0.550 -0.201 -0.748 0.233
H -0.707 1.567 0.931 -0.011 -0.107 0.036
H -2.310 0.863 0.952 0.072 0.222 0.009
H 0.239 -1.795 0.035 2.849 0.540 0.200
H 2.216 -0.329 -1.385 -0.259 -0.090 0.058
H 0.942 0.996 -1.352 0.128 -0.092 0.267
```
Positions in Å, forces in eV/Å.

Values from the calculation:
Energy relative to the best compared isomer or geometry (same formula, charge and spin) (kcal/mol): 50.60
Largest force on an atom (hartree/bohr): 0.0565
Kohn-Sham gap (Ha): 0.40692
E_tot (Eh): -322.4937
Highest occupied orbital energy (eV): -10.18

Here are the natural (NBO) charges for atoms 1 to 4, given in e:
1. N -0.805
2. C 0.623
3. O -0.623
4. C -0.079


Entry 6:
The following is a DFT calculation (wB97M-V/def2-TZVPD) of a single C3H5NO2 molecule in a non-equilibrium geometry.

XYZ file:
```
11
Properties=species:S:1:pos:R:3:forces:R:3
N -0.028 -0.870 -1.524 0.223 -0.008 0.226
C 0.655 -0.409 -0.499 -0.451 0.096 0.065
O 1.772 -0.814 -0.048 -0.553 0.476 0.926
C 0.173 0.686 0.407 -0.778 0.259 -0.554
C -1.064 0.691 0.990 -0.262 0.090 0.026
O 1.429 -0.009 1.330 1.537 -0.888 -0.774
H -0.976 -0.505 -1.585 0.217 0.014 -0.061
H 0.246 -1.668 -2.082 0.053 0.135 0.175
H 0.604 1.646 0.101 -0.064 -0.183 0.206
H -1.462 1.609 1.403 0.048 -0.095 -0.091
H -1.523 -0.241 1.312 0.030 0.103 -0.145
```
Positions in Å, forces in eV/Å.

Values from the calculation:
Energy relative to the best compared isomer or geometry (same formula, charge and spin) (kcal/mol): 151.36
Largest force on an atom (hartree/bohr): 0.0377
Kohn-Sham gap (spin up / spin down) (Ha): 0.27640 / 0.27648
E_tot (Eh): -322.3331
Highest occupied orbital energy (spin up / spin down) (eV): -7.41 / -7.41

Here are the natural (NBO) charges for atoms 1 to 4, given in e:
1. N -0.748
2. C 0.674
3. O -0.286
4. C -0.153


Entry 7:
The following is a DFT calculation (wB97M-V/def2-TZVPD) of 3 unconnected molecules or ions with the total composition C3H5NO2 in a non-equilibrium geometry.

XYZ file:
```
11
Properties=species:S:1:pos:R:3:forces:R:3
C 2.135 0.277 -0.813 0.186 0.761 0.771
N 1.986 0.975 0.094 0.443 -0.628 -0.925
H 2.287 -0.363 -1.654 -0.022 0.041 0.059
C -0.545 -1.376 -0.072 0.124 -0.227 -0.338
O 0.144 -1.354 -1.063 -0.440 -0.224 0.380
H -0.122 -1.445 0.948 0.034 -0.057 -0.167
H -1.644 -1.310 -0.137 0.061 -0.095 0.005
C -1.055 1.155 0.673 -0.196 0.100 0.305
O -1.807 0.940 1.593 0.183 0.126 -0.399
H 0.028 0.952 0.732 -0.288 0.155 0.157
H -1.408 1.551 -0.302 -0.084 0.047 0.151
```
Positions in Å, forces in eV/Å.

Values from the calculation:
Energy relative to the best compared isomer or geometry (same formula, charge and spin) (kcal/mol): 77.29
Largest force on an atom (hartree/bohr): 0.0234
Kohn-Sham gap (Ha): 0.37185
E_tot (Eh): -322.4512
Highest occupied orbital energy (eV): -10.06

Here are the natural (NBO) charges for atoms 1 to 4, given in e:
1. C 0.123
2. N -0.373
3. H 0.249
4. C 0.274


Entry 8:
The following is a DFT calculation (wB97M-V/def2-TZVPD) of a single C3H5NO2 molecule.

XYZ file:
```
11
Properties=species:S:1:pos:R:3:forces:R:3
H 0.047 -2.392 0.076 0.040 0.026 0.047
N 0.545 -1.703 0.641 -0.210 0.324 -0.182
C 0.104 -0.548 0.424 0.261 -0.214 0.242
C 0.584 0.687 1.114 0.034 0.004 -0.003
O -1.007 -0.346 -0.429 -0.005 0.003 -0.070
C -0.804 0.309 -1.590 0.324 0.167 -0.195
O 0.254 0.696 -2.002 -0.472 -0.190 0.234
H -0.224 1.102 1.726 0.092 -0.047 -0.100
H 0.889 1.442 0.384 -0.052 -0.115 0.090
H 1.429 0.427 1.753 -0.126 0.042 -0.096
H -1.768 0.423 -2.106 0.116 0.001 0.032
```
Positions in Å, forces in eV/Å.

Values from the calculation:
Energy relative to the best compared isomer or geometry (same formula, charge and spin) (kcal/mol): 18.66
Largest force on an atom (hartree/bohr): 0.0109
Kohn-Sham gap (Ha): 0.43004
E_tot (Eh): -322.5446
Highest occupied orbital energy (eV): -10.84

Here are the natural (NBO) charges for atoms 1 to 4, given in e:
1. H 0.352
2. N -0.621
3. C 0.565
4. C -0.700


Repeat the fifth record exactly.
The following is a DFT calculation (wB97M-V/def2-TZVPD) of a single C3H5NO2 molecule in a non-equilibrium geometry.

XYZ file:
```
11
Properties=species:S:1:pos:R:3:forces:R:3
N -1.338 0.821 0.692 -0.075 0.088 -0.012
C -0.892 -0.378 0.291 -0.708 -0.141 -0.137
O -1.600 -1.361 0.111 -0.932 0.590 0.156
C 0.532 -0.690 0.034 -0.755 -0.167 -0.499
C 1.375 0.121 -0.859 -0.109 -0.097 -0.310
O 1.544 0.183 0.550 -0.201 -0.748 0.233
H -0.707 1.567 0.931 -0.011 -0.107 0.036
H -2.310 0.863 0.952 0.072 0.222 0.009
H 0.239 -1.795 0.035 2.849 0.540 0.200
H 2.216 -0.329 -1.385 -0.259 -0.090 0.058
H 0.942 0.996 -1.352 0.128 -0.092 0.267
```
Positions in Å, forces in eV/Å.

Values from the calculation:
Energy relative to the best compared isomer or geometry (same formula, charge and spin) (kcal/mol): 50.60
Largest force on an atom (hartree/bohr): 0.0565
Kohn-Sham gap (Ha): 0.40692
E_tot (Eh): -322.4937
Highest occupied orbital energy (eV): -10.18

Here are the natural (NBO) charges for atoms 1 to 4, given in e:
1. N -0.805
2. C 0.623
3. O -0.623
4. C -0.079